Record 1
DFT (ωB97M-V with the def2-TZVPD basis set) results for 4 unconnected molecules or ions with the total composition C54H86FN4O9P2S4 in a non-equilibrium geometry.

Last column: Mulliken charge in e.
CARTESIAN COORDINATES (ANGSTROEM)
C  9.04527  -3.94467  -1.04452  -0.8125
C  8.53600  -3.71761  -2.44673  0.7952
O  7.86744  -4.52018  -3.05247  -0.5561
O  8.85673  -2.48138  -3.01605  -0.4971
C  7.93156  -1.52584  -2.48746  0.4886
C  8.04862  -0.20242  -3.22339  -1.1639
C  8.04904  1.04436  -2.33456  -1.5277
C  6.69605  1.48233  -1.70511  1.8826
C  5.56539  1.64716  -2.72148  -2.5897
C  4.86966  0.34103  -3.21123  -0.4696
C  3.36340  0.59628  -3.43963  -1.9602
S  2.28802  -0.34973  -2.32499  0.3436
C  0.71239  0.39118  -2.71639  -0.2913
S  0.57440  1.37444  -3.98455  -0.2294
N  -0.46017  0.11819  -1.94787  0.5710
C  -0.53190  -1.26497  -1.55261  -0.0312
C  -0.31570  -2.23705  -2.46840  0.2912
C  -0.34435  -3.53899  -2.14427  -0.9381
C  -0.60456  -3.93091  -0.87383  -0.1862
C  -0.86169  -2.97192  0.04517  -0.9346
C  -0.82431  -1.66835  -0.29058  -0.0985
C  -0.58840  1.02954  -0.83226  -0.8815
C  -1.85047  1.27591  -0.40688  0.0549
C  -2.10120  2.07920  0.65189  -0.6490
C  -1.05220  2.65531  1.29219  -0.5176
C  0.20662  2.43819  0.85906  -1.1115
C  0.44077  1.62866  -0.19930  -0.0663
C  6.33247  0.97577  -0.25474  1.9873
C  5.25591  -0.07246  -0.05506  -0.2547
C  5.71313  -1.50724  -0.16975  0.2043
O  6.57784  -2.01940  0.50064  -0.4522
O  5.04985  -2.29179  -1.10442  -0.4536
P  7.80109  0.70042  0.92894  0.1773
S  7.19487  0.27301  2.73408  -0.3937
O  5.70646  2.11622  0.38910  -0.3437
C  6.40939  3.24558  0.13563  -0.4090
O  6.51899  4.21529  0.83422  -0.5421
C  7.06712  2.96096  -1.25401  0.8083
F  8.42537  3.22420  -1.00043  -0.3554
P  6.52173  4.42828  -2.29748  0.1456
S  4.74398  5.08546  -1.80232  -0.3854
H  8.22057  -4.31435  -0.44819  0.1481
H  9.78011  -4.74433  -1.11201  0.3876
H  9.50625  -3.06485  -0.61372  0.2864
H  8.05676  -1.40277  -1.41381  -0.2338
H  6.93383  -1.91583  -2.69256  0.1965
H  7.35975  -0.14369  -4.05620  0.2668
H  9.03358  -0.23230  -3.69417  0.5870
H  8.84981  0.93717  -1.60848  0.5527
H  8.34244  1.86595  -2.98617  0.6021
H  6.01945  2.08299  -3.60451  0.3700
H  4.78310  2.28690  -2.32650  0.5037
H  5.24987  0.10568  -4.19962  0.7136
H  5.06327  -0.53621  -2.60569  0.2546
H  3.11477  1.65176  -3.39760  0.7452
H  3.11054  0.28093  -4.44639  0.6603
H  -0.07982  -1.96694  -3.48628  0.5337
H  -0.14124  -4.29900  -2.88151  0.4304
H  -0.63716  -4.96241  -0.57410  0.3025
H  -1.10502  -3.23669  1.05895  0.3878
H  -1.04072  -0.96068  0.49175  0.3465
H  -2.68643  0.81082  -0.90997  0.6780
H  -3.09207  2.27320  1.02921  0.7153
H  -1.19370  3.28512  2.15561  0.4748
H  1.05060  2.88317  1.36199  0.4391
H  1.45982  1.46299  -0.50818  0.4794
H  4.37532  0.09225  -0.66513  -0.7558
H  4.90681  0.05836  0.96932  0.5597
H  4.10582  -2.20230  -0.89938  0.2909
H  8.51288  -0.40800  0.43860  0.0158
H  8.55431  1.88181  1.00425  0.1926
H  6.48699  4.12987  -3.67009  0.0808
H  7.43411  5.48218  -2.11407  0.1619
C  -6.61158  6.31890  4.02161  -1.7613
C  -6.37573  5.04744  3.16227  2.0275
C  -7.65965  4.21806  3.00186  -1.1573
C  -8.01632  3.32349  4.18650  -0.5485
C  -6.80772  2.49076  4.60506  -1.2397
C  -5.58541  3.35807  4.89819  1.8850
N  -5.25256  4.25656  3.74868  0.1424
O  -4.72186  3.54006  2.81329  -0.3296
C  -5.86339  4.15504  6.18792  -2.0244
C  -4.39397  2.47399  5.25580  -1.8466
C  -6.04560  5.59729  1.77485  -1.7295
H  -6.17094  6.26936  5.01222  0.3873
H  -6.14093  7.19112  3.56704  0.4651
H  -7.67349  6.53961  4.14016  0.2964
H  -7.55292  3.56850  2.12667  0.1240
H  -8.49687  4.88234  2.78040  0.4463
H  -8.39210  3.92342  5.01958  0.2875
H  -8.83410  2.65792  3.90212  0.4401
H  -7.05966  1.90098  5.48891  0.3946
H  -6.57707  1.76971  3.81445  0.2913
H  -5.03735  4.82855  6.42191  0.3964
H  -5.97749  3.47141  7.02934  0.4326
H  -6.78179  4.73686  6.15538  0.4295
H  -4.16150  1.75266  4.47370  0.3181
H  -4.61064  1.90603  6.15993  0.4236
H  -3.50267  3.07518  5.44260  0.4544
H  -5.09483  6.13170  1.77364  0.5090
H  -6.82593  6.29560  1.47057  0.4375
H  -5.99827  4.81654  1.01656  0.0727
C  4.59621  -5.32238  2.96725  -1.6001
C  3.24560  -4.56007  2.88321  2.5164
C  2.62503  -4.34207  4.27249  -1.4390
C  1.88654  -5.54248  4.85660  -0.5974
C  0.90228  -6.10552  3.83652  -1.1690
C  1.57931  -6.44679  2.51071  1.8754
N  2.33033  -5.27854  1.95057  0.1238
O  1.48119  -4.42563  1.48018  -0.3433
C  2.49951  -7.66120  2.74256  -2.0258
C  0.54083  -6.95135  1.51401  -1.8636
C  3.63107  -3.18200  2.36940  -2.7874
H  4.54657  -6.34711  2.61304  0.3502
H  5.34750  -4.85801  2.32762  0.3487
H  4.99185  -5.33985  3.98380  0.3130
H  1.90679  -3.51782  4.21288  0.3916
H  3.39837  -4.01414  4.96907  0.4679
H  2.59653  -6.30577  5.18588  0.2898
H  1.34319  -5.23126  5.75126  0.4225
H  0.42462  -6.99863  4.24520  0.4141
H  0.09938  -5.37929  3.67338  0.2737
H  3.04481  -7.92277  1.83430  0.3974
H  1.90448  -8.52866  3.02927  0.4294
H  3.21874  -7.51961  3.54581  0.4451
H  -0.26186  -6.23319  1.35246  0.2238
H  0.08036  -7.86562  1.88676  0.4568
H  1.00017  -7.17581  0.54963  0.4697
H  4.00180  -3.24033  1.34593  0.5048
H  4.42319  -2.76938  2.99475  0.5943
H  2.79913  -2.47758  2.39680  0.4858
C  -6.35184  1.70229  -6.00692  -1.6078
C  -6.04964  0.65892  -4.89756  1.8566
C  -7.27840  -0.20685  -4.57446  -1.4195
C  -8.31287  0.43630  -3.65316  -0.5381
C  -7.63071  1.00724  -2.41282  -1.2441
C  -6.50708  1.97812  -2.77204  2.1174
N  -5.51183  1.36050  -3.69617  0.4406
O  -4.79900  0.52413  -3.01375  -0.5371
C  -7.15257  3.24352  -3.37239  -2.2279
C  -5.81589  2.47178  -1.51229  -2.0170
C  -5.02548  -0.27575  -5.54041  -2.0470
H  -6.41949  2.72343  -5.64515  0.3652
H  -5.54709  1.73580  -6.74186  0.4589
H  -7.27719  1.47537  -6.53881  0.2811
H  -6.94225  -1.12815  -4.08821  0.3777
H  -7.75899  -0.51787  -5.50376  0.4281
H  -8.87631  1.20642  -4.18669  0.2872
H  -9.04442  -0.31648  -3.35137  0.4130
H  -8.36993  1.51569  -1.78970  0.4172
H  -7.23864  0.18350  -1.80783  0.3780
H  -6.39402  3.95982  -3.69232  0.4211
H  -7.77255  3.73525  -2.62218  0.4084
H  -7.81224  3.04350  -4.21388  0.5081
H  -5.41886  1.65142  -0.91570  0.3772
H  -6.51498  3.01595  -0.87670  0.2587
H  -4.99297  3.14629  -1.75612  0.5215
H  -4.08056  0.23641  -5.72604  0.5129
H  -5.41253  -0.62870  -6.49698  0.4269
H  -4.82214  -1.15502  -4.93072  0.3674

Results
Expectation value of S²: 3.76
Molecular weight, Da: 1144.51
Charge: 0
Kohn-Sham gap (spin up / spin down), Ha: 0.29377 / 0.29383
E_HOMO (spin up / spin down), eV: -8.1 / -8.1
Electronic energy, Eh: -5380.426237
E_LUMO (spin up / spin down), eV: -0.08 / -0.08
Spin multiplicity: 4
F_max, eV/A: 2.9



Record 2
DFT (ωB97M-V with the def2-TZVPD basis set) results for 2 unconnected molecules or ions with the total composition C7H6ClNO3S2 in a non-equilibrium geometry.

Last column: Mulliken charge in e.
CARTESIAN COORDINATES (ANGSTROEM)
C  1.00578  -2.45784  -0.87622  -0.2998
C  2.37311  -2.50880  -0.72219  -0.4353
C  0.68601  -1.23642  -0.37702  0.2181
C  0.20342  2.68120  0.36363  -0.5044
C  -0.31180  2.66636  -0.92923  -0.3040
C  -0.14714  1.39037  0.99780  -0.3476
C  -1.04079  0.55388  0.07298  0.3386
N  1.76280  -0.61795  0.07152  -0.2579
O  -3.49721  0.32280  0.66511  -0.5278
O  -2.01130  -0.92580  2.09674  -0.5461
O  2.81053  -1.35184  -0.13731  -0.2863
S  -1.44878  1.43381  -1.33509  -0.0723
S  -2.29317  -0.42165  0.79812  1.0864
Cl  -2.33516  -2.05046  -0.37395  -0.1892
H  0.35252  -3.29349  -1.21808  0.2426
H  3.04642  -3.24599  -1.06237  0.4361
H  0.63052  3.58481  0.83626  0.3387
H  -0.10369  3.42874  -1.78286  0.3033
H  0.89842  0.79489  0.86836  0.3570
H  -0.58050  1.25339  2.04379  0.4498

Results
Molecular weight, Da: 251.72
Charge: 0
Kohn-Sham gap (spin up / spin down), Ha: 0.25799 / 0.27082
E_HOMO (spin up / spin down), eV: -8.2 / -8.6
Electronic energy, Eh: -1807.127715
Relative energy (zero: lowest compared OMol25 entry of this formula, charge and spin), kcal/mol: 100.1
E_LUMO (spin up / spin down), eV: -1.19 / -1.20
Spin multiplicity: 1
F_max, eV/A: 4.8



Record 3
DFT (ωB97M-V with the def2-TZVPD basis set) results for 7 unconnected molecules or ions with the total composition H14O7 in a non-equilibrium geometry.

Last column: Mulliken charge in e.
CARTESIAN COORDINATES (ANGSTROEM)
O  2.05652  1.24590  -2.33343  -0.6312
H  1.57052  1.68690  -3.04243  0.2947
H  1.63252  1.52590  -1.52743  0.3673
O  -1.49948  0.01390  3.13557  -0.6113
H  -1.99448  0.80890  3.02457  0.3119
H  -0.73548  0.12190  2.61557  0.2927
O  2.15952  -1.06910  0.61157  -0.6988
H  2.36652  -1.33410  -0.32543  0.3474
H  2.86052  -1.40510  1.16457  0.2666
O  0.25852  1.08490  -0.05143  -0.7721
H  -0.13848  0.42690  -0.61343  0.3626
H  1.03652  0.61090  0.27357  0.3532
O  -0.66248  -0.99310  -1.50443  -0.6756
H  -1.25148  -0.60410  -2.14543  0.2973
H  -1.14748  -0.91410  -0.68843  0.3770
O  -2.27348  2.14490  -0.47643  -0.6471
H  -2.48448  1.49390  -1.11943  0.2546
H  -1.37248  1.88890  -0.16543  0.4545
O  -0.25548  -2.14410  1.37757  -0.6349
H  0.59752  -1.82610  0.99757  0.3978
H  -0.72348  -2.76410  0.79257  0.2935

Results
Molecular weight, Da: 126.10
SMILES: O.O.O.O.O.O.O
Charge: 0
Kohn-Sham gap, Ha: 0.40011
E_HOMO, eV: -10.9
Electronic energy, Eh: -535.058529
Relative energy (zero: lowest compared OMol25 entry of this formula, charge and spin), kcal/mol: 41.0
E_LUMO, eV: 0.00
Spin multiplicity: 1
F_max, eV/A: 1.8



Record 4
DFT (ωB97M-V with the def2-TZVPD basis set) results for 7 unconnected molecules or ions with the total composition C25H54N2O9 in a non-equilibrium geometry.

Last column: Mulliken charge in e.
CARTESIAN COORDINATES (ANGSTROEM)
C  -3.46674  2.03258  -1.32061  -0.9120
N  -2.17760  2.74720  -1.03235  0.4830
C  -1.15048  2.48511  -2.11316  -1.6666
C  -2.53749  4.19063  -1.05498  -1.0701
C  -1.56576  2.35029  0.31809  0.2426
C  -0.32929  3.06559  0.73435  -0.3846
O  0.16382  2.63487  1.96681  -0.5936
H  -3.61062  2.22270  -2.32691  0.5961
H  -4.38106  2.14065  -0.78215  0.3811
H  -3.51976  0.92873  -1.50530  -0.0076
H  -0.24933  3.14049  -2.10459  0.2880
H  -1.57449  2.62668  -2.93001  0.9563
H  -0.80608  1.49381  -1.88942  0.4568
H  -2.86460  4.51953  -1.99442  0.4346
H  -1.67372  4.85250  -0.88536  0.4086
H  -3.25429  4.49046  -0.25787  0.3395
H  -1.58080  1.16622  0.21829  -0.3731
H  -2.29028  2.68627  0.99682  0.4556
H  -0.63394  4.21773  0.86070  0.2385
H  0.50688  3.14950  0.03008  0.2973
H  0.60501  1.82700  1.75860  0.1912
N  1.35182  -0.10777  0.12717  1.0204
O  0.75962  -1.09057  -0.38834  -0.6360
O  1.13483  0.24121  1.31483  -0.6045
O  2.13476  0.49532  -0.61359  -0.6220
C  -2.75364  -1.98333  2.59023  -0.0691
C  -4.14736  -2.58883  2.27262  -1.2151
C  -4.54047  -1.93553  1.00616  -0.2613
O  -3.54054  -0.82773  0.85181  -0.2472
C  -2.30208  -1.43939  1.25377  -0.1086
H  -1.99601  -2.73600  2.70329  0.2157
H  -2.85171  -1.15405  3.31399  0.2236
H  -4.87741  -2.41488  3.13866  0.2447
H  -4.09215  -3.51870  2.10165  0.5195
H  -5.53280  -1.57381  1.16891  0.3700
H  -4.35422  -2.78100  0.22928  0.1693
H  -1.38265  -0.93937  1.41385  0.1475
H  -1.80201  -2.21655  0.65341  0.1494
C  2.05638  -1.73629  4.12115  0.0580
C  1.89620  -2.36062  5.60916  -0.7943
C  1.34796  -3.79031  5.33100  -0.5002
O  0.44626  -3.53910  4.17065  -0.5413
C  0.81336  -2.26376  3.52807  -0.5552
H  2.93637  -2.05751  3.64199  0.2946
H  1.87865  -0.67260  4.22304  -0.0081
H  1.03855  -1.76955  6.22081  0.2210
H  2.78517  -2.48894  6.03398  0.5292
H  0.80699  -4.41947  6.12154  0.2681
H  2.09047  -4.43270  5.01530  0.3069
H  -0.02521  -1.54826  3.54678  -0.0264
H  0.89472  -2.35283  2.56934  0.7659
C  5.80558  2.30815  2.35521  -0.7503
C  4.29199  1.75209  1.82115  0.0659
C  3.70857  0.95641  2.87002  -0.3605
O  4.48325  1.09771  4.01486  -0.4727
C  5.86633  1.33457  3.61605  -0.4177
H  5.73552  3.41140  2.63463  0.2913
H  6.49893  2.13657  1.60585  0.3682
H  4.43952  0.98852  0.92761  0.0272
H  3.77125  2.60853  1.59372  0.2025
H  3.68881  -0.10801  2.55468  0.0649
H  2.68479  1.13069  2.89656  0.2905
H  6.34932  0.33726  3.34409  0.2771
H  6.26591  2.04392  4.29958  0.3823
C  2.02380  0.62938  -3.64857  0.3503
C  1.49447  0.95461  -5.06710  -0.5027
C  2.39314  0.12591  -5.91668  -0.6784
O  3.36108  -0.41778  -5.06952  -0.4916
C  2.63966  -0.77958  -3.81237  -0.5463
H  1.10965  0.61160  -2.94803  -0.5436
H  2.75392  1.38253  -3.44280  0.5243
H  1.67748  2.02075  -5.38685  0.2822
H  0.47125  0.73456  -5.29359  0.1294
H  2.76975  0.73224  -6.63400  0.4348
H  1.88906  -0.60107  -6.45927  0.3579
H  3.22366  -0.66981  -2.82378  0.2927
H  1.91922  -1.50948  -3.89369  0.3820
C  -2.10650  -2.59079  -3.14670  -0.9506
C  -3.55644  -2.29256  -3.66471  -0.4555
C  -3.46351  -0.79630  -4.01220  -0.4468
O  -2.16923  -0.26267  -3.66230  -0.2757
C  -1.60182  -1.23927  -2.83354  0.6208
H  -1.66492  -2.99710  -3.93564  0.4459
H  -1.95426  -3.31630  -2.32419  0.3870
H  -4.32415  -2.44649  -2.82647  0.1105
H  -3.74840  -2.82996  -4.60677  0.3603
H  -4.28440  -0.39198  -3.35037  0.1494
H  -3.74410  -0.66777  -5.08828  0.3669
H  -1.95727  -1.11784  -1.73567  -0.3960
H  -0.52413  -1.22829  -2.90804  0.0475

Results
Molecular weight, Da: 526.71
Charge: 0
Kohn-Sham gap, Ha: 0.30794
E_HOMO, eV: -8.5
Electronic energy, Eh: -1771.044161
Relative energy (zero: lowest compared OMol25 entry of this formula, charge and spin), kcal/mol: 0.0
E_LUMO, eV: -0.12
Spin multiplicity: 1
F_max, eV/A: 8.5